{
  "formula": "C62H161N11O21",
  "method": "ωB97M-V with the def2-TZVPD basis set",
  "charge": 1,
  "multiplicity": 2,
  "s_squared": 0.75,
  "e_tot_ev": -126262.396,
  "symbols": ["C", "O", "C", "C", "N", "C", "C", "O", "C", "H", "H", "H", "H", "H", "H", "H", "H", "H", "H", "H", "H", "H", "H", "H", "C", "O", "C", "C", "N", "C", "C", "O", "C", "H", "H", "H", "H", "H", "H", "H", "H", "H", "H", "H", "H", "H", "H", "H", "C", "O", "C", "C", "N", "C", "C", "O", "C", "H", "H", "H", "H", "H", "H", "H", "H", "H", "H", "H", "H", "H", "H", "H", "C", "O", "C", "C", "N", "C", "C", "O", "C", "H", "H", "H", "H", "H", "H", "H", "H", "H", "H", "H", "H", "H", "H", "H", "C", "O", "C", "C", "N", "C", "C", "O", "C", "H", "H", "H", "H", "H", "H", "H", "H", "H", "H", "H", "H", "H", "H", "H", "C", "O", "C", "C", "N", "C", "C", "O", "C", "H", "H", "H", "H", "H", "H", "H", "H", "H", "H", "H", "H", "H", "H", "H", "C", "O", "C", "C", "N", "C", "C", "O", "C", "H", "H", "H", "H", "H", "H", "H", "H", "H", "H", "H", "H", "H", "H", "H", "C", "O", "C", "C", "N", "C", "C", "O", "C", "H", "H", "H", "H", "H", "H", "H", "H", "H", "H", "H", "H", "H", "H", "H", "C", "O", "H", "H", "H", "H", "C", "O", "H", "H", "H", "H", "C", "C", "C", "O", "C", "N", "H", "H", "H", "H", "H", "H", "H", "H", "H", "H", "H", "C", "C", "C", "O", "C", "N", "H", "H", "H", "H", "H", "H", "H", "H", "H", "H", "H", "C", "C", "C", "O", "C", "N", "H", "H", "H", "H", "H", "H", "H", "H", "H", "H", "H"],
  "coordinates": [[7.645, -16.874, -8.862], [6.648, -15.843, -8.909], [5.357, -16.329, -9.088], [4.202, -15.305, -8.866], [4.198, -14.265, -9.955], [3.071, -13.355, -9.843], [3.187, -12.250, -8.832], [4.416, -11.640, -8.807], [4.475, -10.461, -8.005], [8.581, -16.513, -9.287], [7.385, -17.818, -9.340], [7.828, -17.066, -7.805], [5.102, -17.211, -8.500], [5.404, -16.677, -10.121], [4.355, -14.794, -7.916], [3.184, -15.691, -8.816], [4.933, -13.715, -9.536], [2.167, -13.956, -9.750], [2.815, -12.756, -10.716], [2.995, -12.600, -7.817], [2.408, -11.506, -8.997], [3.823, -9.688, -8.412], [5.505, -10.120, -7.898], [4.093, -10.579, -6.991], [13.998, -15.989, -4.831], [13.761, -16.465, -6.192], [12.617, -15.999, -6.896], [12.859, -16.368, -8.377], [11.703, -16.194, -9.346], [12.236, -16.351, -10.698], [10.965, -16.690, -11.512], [10.207, -17.662, -10.867], [8.959, -17.961, -11.515], [13.143, -16.222, -4.196], [14.233, -14.926, -4.884], [14.946, -16.388, -4.470], [12.411, -14.950, -6.683], [11.740, -16.424, -6.408], [13.124, -17.424, -8.333], [13.791, -15.829, -8.550], [11.008, -16.904, -9.166], [12.963, -17.141, -10.886], [12.773, -15.449, -10.994], [11.177, -16.976, -12.543], [10.495, -15.707, -11.473], [8.209, -17.171, -11.501], [8.433, -18.823, -11.105], [9.271, -18.157, -12.541], [9.023, -27.770, -7.724], [7.700, -27.816, -8.026], [7.533, -27.320, -9.370], [6.136, -26.683, -9.727], [6.172, -25.203, -9.775], [6.335, -24.434, -8.547], [5.833, -22.933, -8.719], [6.968, -22.070, -8.868], [6.710, -20.953, -9.638], [9.644, -26.880, -7.622], [9.545, -28.402, -8.441], [9.070, -28.270, -6.756], [7.784, -28.103, -10.085], [8.265, -26.517, -9.457], [5.427, -27.196, -9.078], [5.925, -26.911, -10.772], [5.495, -24.705, -10.335], [7.350, -24.452, -8.150], [5.742, -24.983, -7.816], [5.215, -22.715, -7.847], [5.226, -22.857, -9.622], [6.189, -21.060, -10.589], [7.649, -20.400, -9.622], [6.042, -20.348, -9.025], [2.628, -24.401, -7.128], [2.985, -23.329, -6.295], [2.449, -22.091, -6.665], [2.662, -21.088, -5.458], [2.489, -19.689, -5.918], [1.093, -19.486, -6.402], [0.900, -17.990, -6.432], [0.723, -17.730, -5.031], [0.556, -16.351, -4.838], [2.807, -25.376, -6.675], [3.231, -24.459, -8.035], [1.554, -24.505, -7.282], [1.421, -22.221, -7.003], [2.964, -21.957, -7.617], [3.697, -21.265, -5.165], [1.990, -21.245, -4.614], [2.693, -19.124, -5.105], [0.390, -19.933, -5.699], [1.044, -20.007, -7.359], [0.011, -17.776, -7.025], [1.747, -17.508, -6.920], [1.350, -15.654, -5.106], [0.482, -16.125, -3.774], [-0.471, -16.069, -5.068], [2.070, -9.192, -5.029], [1.444, -8.315, -5.963], [0.284, -8.912, -6.576], [-0.331, -7.763, -7.465], [-1.302, -7.055, -6.708], [-1.334, -5.601, -6.995], [-0.235, -4.736, -6.202], [0.194, -3.636, -6.904], [1.364, -3.033, -6.258], [1.432, -9.551, -4.221], [2.937, -8.768, -4.522], [2.550, -10.023, -5.546], [-0.356, -9.322, -5.795], [0.710, -9.723, -7.166], [-0.794, -8.167, -8.365], [0.521, -7.225, -7.880], [-1.152, -7.255, -5.729], [-2.338, -5.250, -6.759], [-1.174, -5.585, -8.073], [0.618, -5.394, -6.040], [-0.596, -4.469, -5.208], [1.582, -2.281, -7.017], [2.190, -3.718, -6.069], [1.132, -2.661, -5.260], [12.286, -10.830, -12.131], [11.059, -11.475, -11.764], [11.031, -11.818, -10.414], [9.843, -12.740, -10.311], [8.622, -12.069, -10.772], [7.489, -13.045, -10.587], [7.396, -14.211, -11.611], [7.848, -13.904, -12.918], [7.862, -15.026, -13.829], [13.139, -11.428, -11.809], [12.346, -9.784, -11.831], [12.207, -10.726, -13.213], [11.010, -10.925, -9.789], [11.942, -12.269, -10.020], [9.827, -13.088, -9.279], [10.069, -13.629, -10.900], [8.430, -11.400, -10.040], [6.595, -12.436, -10.456], [7.502, -13.457, -9.578], [6.415, -14.686, -11.575], [8.037, -15.011, -11.240], [6.878, -15.492, -13.883], [8.452, -15.866, -13.464], [8.273, -14.728, -14.793], [11.060, -9.926, -15.819], [10.311, -9.732, -14.651], [10.488, -8.392, -14.002], [9.931, -8.254, -12.586], [8.725, -8.983, -12.340], [7.668, -8.686, -13.237], [6.352, -9.356, -12.846], [6.385, -10.743, -12.579], [5.061, -11.193, -12.202], [10.955, -10.996, -15.996], [12.051, -9.598, -15.506], [10.575, -9.422, -16.655], [10.021, -7.739, -14.739], [11.554, -8.188, -14.100], [9.850, -7.172, -12.477], [10.621, -8.633, -11.832], [8.402, -8.790, -11.402], [7.769, -8.948, -14.290], [7.336, -7.655, -13.118], [5.689, -9.164, -13.690], [5.876, -8.862, -11.998], [4.593, -10.793, -11.303], [5.169, -12.239, -11.913], [4.328, -11.214, -13.008], [4.729, -6.612, -9.305], [5.534, -6.411, -10.417], [6.698, -5.690, -10.147], [6.363, -4.173, -9.996], [5.849, -3.570, -11.259], [5.418, -2.219, -11.005], [4.059, -2.144, -10.280], [3.117, -3.095, -10.844], [1.966, -3.236, -9.983], [4.624, -5.698, -8.720], [5.270, -7.205, -8.567], [3.845, -7.214, -9.515], [7.355, -5.977, -10.968], [7.217, -5.933, -9.220], [7.211, -3.569, -9.673], [5.587, -3.904, -9.279], [5.046, -4.123, -11.525], [5.183, -1.740, -11.955], [6.170, -1.631, -10.479], [3.616, -1.154, -10.379], [4.108, -2.132, -9.191], [1.610, -2.337, -9.480], [2.191, -3.931, -9.174], [1.111, -3.719, -10.458], [3.460, -16.302, -12.774], [2.723, -15.208, -12.266], [2.920, -16.972, -13.443], [4.271, -15.975, -13.425], [3.789, -16.994, -12.000], [3.332, -14.748, -11.685], [2.501, -19.039, -10.180], [1.090, -18.914, -9.959], [3.015, -18.226, -9.668], [2.843, -19.957, -9.703], [2.819, -19.087, -11.221], [0.728, -19.561, -10.569], [4.058, -15.923, -3.308], [4.872, -15.014, -4.250], [5.728, -15.595, -5.305], [6.543, -16.627, -4.634], [7.937, -16.292, -4.431], [3.897, -14.142, -4.834], [4.594, -16.781, -2.901], [3.187, -16.324, -3.827], [3.702, -15.325, -2.469], [5.525, -14.476, -3.563], [6.238, -14.838, -5.902], [5.173, -16.260, -5.968], [8.350, -16.829, -3.577], [8.042, -15.217, -4.288], [8.573, -16.252, -5.315], [3.636, -13.518, -4.084], [4.385, -13.617, -5.546], [-0.357, -13.294, -13.324], [0.841, -12.296, -13.226], [1.034, -11.220, -14.297], [1.798, -10.095, -13.793], [2.577, -9.369, -14.753], [0.695, -11.622, -11.927], [-1.221, -12.635, -13.238], [-0.568, -14.090, -12.610], [-0.558, -13.728, -14.304], [1.791, -12.803, -13.058], [0.086, -10.885, -14.717], [1.585, -11.717, -15.095], [2.971, -8.536, -14.171], [1.952, -8.918, -15.523], [3.430, -9.955, -15.097], [0.725, -10.659, -12.230], [-0.304, -11.675, -11.790], [0.121, -15.169, -8.443], [-1.199, -15.946, -8.453], [-2.477, -15.114, -8.830], [-2.524, -13.920, -8.097], [-2.934, -14.186, -6.773], [-1.066, -17.141, -9.203], [0.170, -14.711, -9.431], [1.026, -15.715, -8.177], [0.168, -14.410, -7.663], [-1.245, -16.298, -7.422], [-3.406, -15.653, -8.645], [-2.265, -14.981, -9.891], [-2.812, -13.298, -6.152], [-2.172, -14.807, -6.302], [-3.985, -14.444, -6.639], [-1.449, -17.092, -10.136], [-0.087, -17.372, -9.291]],
  "forces_ev_per_a": [[-0.03, 0.71, 0.95], [0.74, 0.31, 0.65], [-1.54, -0.37, -0.94], [0.60, 0.61, -0.90], [0.78, -0.10, 1.26], [-1.05, 0.55, -0.63], [-1.63, -0.20, 2.04], [2.04, 0.86, -0.12], [-0.40, -0.23, -0.10], [-0.19, 0.21, -0.13], [-0.44, 0.16, -0.19], [0.10, -0.34, 0.14], [0.34, -0.19, 0.62], [-0.97, -0.13, -0.47], [0.11, -0.14, 0.36], [0.24, -0.84, -0.11], [0.98, 0.57, -1.17], [-0.14, 0.22, 0.58], [0.73, -0.57, -1.00], [-0.21, -0.40, 0.50], [-0.33, 0.06, -0.40], [0.18, 0.23, -0.41], [-0.06, -0.10, -0.46], [-0.04, -0.68, 0.24], [-0.08, 0.29, -1.88], [0.84, -0.04, 0.72], [-0.52, 0.08, 0.97], [-1.24, -0.33, 1.22], [2.87, 0.77, 1.38], [-1.24, -1.21, -0.14], [0.94, 2.01, -0.38], [-1.27, -1.02, 0.91], [1.03, 0.24, -0.80], [0.14, 0.08, 0.19], [-0.62, 0.36, 0.17], [-0.36, -0.72, -0.11], [0.58, 0.60, -0.55], [-0.44, -0.80, -0.41], [0.24, -0.19, -0.16], [-0.31, 0.24, -1.08], [0.22, -0.17, 0.05], [0.24, -0.56, 0.70], [-0.57, 0.26, -0.32], [0.05, 0.00, -0.16], [-0.92, -0.06, -0.53], [0.37, 0.47, 0.03], [0.72, -0.22, 0.28], [-0.66, -0.22, -0.36], [2.47, -2.35, 1.38], [-3.03, 2.00, -1.95], [0.21, 0.85, 0.80], [1.78, -0.20, -1.46], [-0.89, -0.87, 3.10], [-0.16, 1.56, -0.57], [1.66, -0.99, 0.04], [-0.60, -2.97, 0.19], [-0.47, 2.12, 1.39], [-0.91, 0.98, -0.29], [0.46, -0.18, -0.02], [0.38, -0.04, 0.03], [-0.21, -0.06, -0.09], [0.19, 0.05, -0.49], [-0.60, 0.82, 0.29], [-0.20, -0.52, 0.15], [0.05, -0.26, -1.18], [0.24, -0.05, -0.16], [-0.25, -0.13, 0.31], [0.01, 0.34, 0.11], [-0.37, -0.04, -0.12], [0.54, -0.56, -0.36], [-0.08, -0.06, -0.79], [-0.33, 0.58, -0.15], [-0.16, -0.72, 0.69], [0.18, -1.89, 1.11], [-0.23, 0.04, 0.16], [0.26, 0.26, -2.25], [0.12, -1.50, -0.23], [1.98, -0.03, 0.24], [-1.11, -1.73, 0.19], [0.89, 1.24, -1.11], [-1.15, 0.72, 2.17], [0.57, 0.19, 0.77], [-0.24, 0.51, -0.68], [-0.16, 0.70, -0.63], [-0.48, 0.11, 0.54], [0.34, 1.75, -0.13], [-0.02, 0.19, 0.29], [-0.13, -0.79, -0.07], [-0.35, 0.43, 0.00], [-0.38, 0.01, -0.03], [-0.32, 0.40, -0.16], [-0.20, 0.30, 0.28], [0.29, 0.26, 0.44], [0.06, -0.32, -1.07], [0.38, -0.65, 0.57], [0.09, 0.39, -1.19], [0.54, 0.00, -0.35], [0.18, -0.08, 1.28], [1.29, 1.10, -0.98], [0.69, -2.46, 0.14], [-0.21, 1.45, 0.67], [0.59, -0.18, 0.89], [-0.89, -2.24, -0.53], [1.25, 1.00, 0.32], [-1.42, -0.20, -1.07], [-0.46, -0.09, -0.21], [-0.22, 0.94, -0.20], [-0.48, -0.54, -0.21], [-0.44, 0.11, -0.14], [-0.54, -0.32, -0.36], [-0.22, -0.42, -0.03], [0.25, 0.57, 0.48], [-0.10, 0.33, 0.18], [0.08, 0.23, -0.15], [0.03, 0.72, 0.02], [0.19, -0.43, 0.07], [-0.36, 0.12, 0.20], [0.62, 0.29, 0.71], [0.04, -0.42, -0.63], [-0.39, 0.51, -0.13], [-1.31, -0.22, -0.87], [1.82, 0.71, -0.33], [-0.34, 0.14, -0.28], [0.56, 0.35, 0.41], [-0.50, -2.23, 0.84], [0.02, 1.06, -0.26], [0.92, -0.12, 0.37], [-0.20, -0.28, -0.73], [-0.19, 0.31, 1.42], [0.20, 0.16, -0.06], [0.12, 0.00, 0.84], [0.37, -0.44, -0.12], [-0.78, 0.49, 0.23], [0.39, -0.74, -0.45], [-0.47, -0.21, 0.47], [-0.18, 0.11, -0.31], [-0.06, 0.65, -0.14], [-0.24, 0.02, -1.02], [0.52, -0.82, 0.14], [-0.56, 0.37, -0.26], [0.43, -0.19, 0.27], [-0.49, 0.37, -0.49], [0.66, 0.11, 0.33], [-0.34, 0.26, 0.17], [-0.79, -0.01, 1.22], [-0.95, 1.01, 2.34], [-0.11, -2.08, -2.30], [0.74, -0.60, -0.30], [0.18, -0.28, -0.42], [-2.23, -0.49, 0.40], [-0.47, -0.19, 0.08], [-1.35, 0.01, 0.43], [0.87, -1.34, -0.17], [0.58, -0.03, -0.17], [0.61, -0.15, -1.23], [0.56, 0.46, -0.31], [-0.34, 0.56, 0.38], [0.25, 0.26, 0.62], [-0.13, 0.51, 0.27], [0.37, 0.22, -0.19], [0.04, -0.19, 0.18], [1.07, 0.09, 0.15], [0.22, 0.79, -0.70], [-0.35, 0.05, -0.25], [0.14, 0.30, 0.39], [0.36, 1.00, 0.01], [0.23, -0.19, -0.26], [0.08, 0.54, -0.33], [0.75, -0.48, 1.49], [-0.46, -0.63, -0.54], [-0.20, 1.67, 0.24], [-0.18, 0.53, -1.57], [1.32, -0.66, 0.58], [-1.74, 0.01, -0.56], [-0.82, 0.56, 0.15], [-0.17, 0.69, 1.20], [0.42, -0.83, 0.37], [-1.04, 0.32, -0.37], [0.38, -0.60, 0.15], [-0.20, 0.72, -0.37], [0.20, 0.78, -0.10], [-0.18, -0.72, 0.34], [0.44, -0.30, -0.14], [0.01, -0.99, 0.82], [-0.18, -0.02, -0.23], [0.52, 0.06, -0.24], [0.02, -0.07, -0.01], [0.06, 0.40, -0.69], [0.18, -1.22, 0.39], [0.21, 0.46, -0.45], [0.37, -0.07, 0.26], [0.27, 0.31, -0.72], [0.09, -0.33, -0.51], [-0.40, -0.83, -0.66], [-0.96, 0.44, 0.01], [0.50, 0.13, 0.35], [0.49, 0.26, 0.34], [0.39, 0.23, 0.43], [0.16, -0.20, 0.86], [1.00, -0.20, -0.72], [-0.15, 0.14, -0.17], [0.18, -0.22, 0.12], [-0.33, 0.30, -0.17], [-0.64, 0.06, 0.09], [0.29, -0.76, -0.43], [-0.61, -0.21, 1.85], [0.27, -3.08, 0.58], [1.65, 0.94, -0.63], [-0.90, 1.55, -0.34], [-0.17, 0.64, -0.54], [0.29, 0.19, -0.02], [-0.05, 0.05, -0.10], [-0.05, 0.05, -0.01], [0.52, 0.27, -0.01], [0.52, -0.09, 0.15], [-0.47, 0.51, -0.40], [-0.11, -0.12, -0.35], [-0.43, 0.38, 1.14], [-0.04, -1.53, -0.55], [-0.42, 0.48, -0.29], [-0.27, 0.66, -0.18], [-0.64, 1.23, -1.55], [0.78, -1.07, 1.70], [0.50, -0.43, -0.86], [-0.45, -0.98, -0.37], [-0.43, 0.18, 1.22], [-1.25, 0.78, -0.10], [-0.38, 0.16, 0.14], [1.09, 0.21, 0.40], [0.63, -0.16, -0.25], [0.07, -0.50, -0.86], [-0.23, 0.24, 0.07], [0.13, 0.21, -0.37], [0.15, 0.02, -0.05], [0.07, -0.38, -0.37], [-0.20, -0.12, -0.42], [0.72, 0.76, 0.86], [-0.42, -0.19, 0.93], [-0.68, 1.21, -0.24], [0.25, 0.15, 2.26], [2.04, -0.97, 0.48], [-0.47, 0.48, -0.25], [1.05, 1.12, 0.82], [-0.26, -1.06, -1.02], [0.68, 0.26, -0.02], [-0.25, -0.78, -0.57], [-0.53, 0.49, -0.18], [-0.75, 0.16, 0.37], [0.09, -0.47, -0.34], [-0.76, 0.86, -0.22], [-0.10, 0.62, -0.51], [-0.62, -0.90, 0.10], [0.08, -0.72, -0.33], [-0.02, 0.13, -0.19], [-0.11, -0.28, -0.23]]
}